Below is a cluster of 7 separate species, C15H43BNO14PS in total at a distorted geometry, with properties calculated with ωB97M-V/def2-TZVPD.

Last column: Löwdin charge in e.
Positions of all 76 atoms, in Å:
N (-0.18133, -3.78392, 5.69450)  0.1763
B (-0.41382, -2.57702, 4.89550)  -0.4719
O (-1.48196, -1.74466, 5.27526)  0.1287
C (0.49485, -2.10297, 3.63865)  -0.3992
O (0.08273, -0.85565, 3.10113)  -0.0201
O (1.76920, -1.78230, 4.27394)  0.0899
C (2.73240, -2.29448, 3.38237)  -0.5461
O (3.69489, -1.80640, 3.01338)  0.2552
O (2.17651, -3.54983, 3.02677)  -0.0243
C (0.88901, -3.12463, 2.49480)  -0.6223
S (1.20374, -2.13270, 0.96954)  0.9266
P (-0.20787, -4.57083, 2.10564)  0.5065
O (-0.08412, -4.94519, 0.68621)  -0.2950
O (0.22229, -5.83597, 3.03437)  -0.1148
O (-1.75611, -4.10761, 2.34695)  -0.1200
H (-0.57646, -4.61628, 5.25989)  0.0705
H (0.79594, -3.90989, 5.94764)  0.0839
H (-1.11852, -0.89650, 5.58456)  0.1212
H (-0.87365, -0.93447, 2.91148)  0.0857
H (1.38353, -3.04923, -0.03024)  -0.0766
H (1.12691, -6.10333, 2.79050)  0.1016
H (-1.75613, -3.16179, 2.04714)  0.0725
C (4.28460, -0.96558, -2.49488)  -0.0845
C (2.85703, -1.34047, -2.83913)  -0.3165
O (1.94241, -0.65810, -1.98436)  -0.1120
H (4.50790, -1.21496, -1.45532)  0.0761
H (4.99333, -1.48729, -3.14143)  0.0750
H (4.43669, 0.11159, -2.60545)  0.0583
H (2.69956, -2.41191, -2.70859)  0.1074
H (2.62782, -1.08178, -3.87783)  0.1083
H (2.07941, 0.28808, -2.11118)  0.0814
C (5.85077, 3.71608, -1.64579)  -0.0908
C (5.91777, 3.23329, -3.08323)  -0.3227
O (4.64677, 2.76377, -3.51287)  -0.0977
H (5.52075, 2.91036, -0.98752)  0.0755
H (6.82572, 4.07168, -1.30567)  0.0723
H (5.12670, 4.52905, -1.54464)  0.0647
H (6.62555, 2.40867, -3.17571)  0.1093
H (6.23982, 4.04152, -3.74924)  0.1067
H (4.02049, 3.49778, -3.43856)  0.0371
C (1.09039, 6.04422, -4.76673)  -0.0810
C (0.98978, 4.91919, -3.75512)  -0.2978
O (2.28887, 4.57775, -3.26026)  -0.0995
H (1.73221, 5.75305, -5.60076)  0.0769
H (0.10564, 6.30862, -5.15583)  0.0766
H (1.53817, 6.93266, -4.31330)  0.0737
H (0.56276, 4.02811, -4.21642)  0.1180
H (0.35787, 5.20854, -2.91343)  0.0820
H (2.65823, 5.36584, -2.84511)  0.0859
C (-4.21835, 0.65946, 2.61371)  -0.0753
C (-3.55322, -0.26012, 1.60844)  -0.2934
O (-3.09990, -1.45194, 2.24601)  -0.1158
H (-3.52216, 0.91865, 3.41373)  0.0767
H (-4.56250, 1.57808, 2.13473)  0.0733
H (-5.07391, 0.16606, 3.08115)  0.0795
H (-2.68692, 0.22773, 1.15924)  0.1147
H (-4.25062, -0.53123, 0.80928)  0.1087
H (-3.87240, -1.88881, 2.63338)  0.0762
C (-5.25847, -5.00003, -0.07060)  -0.0837
C (-4.96799, -3.60276, 0.43984)  -0.3146
O (-4.87816, -3.59783, 1.86328)  -0.0994
H (-6.19234, -5.37469, 0.35255)  0.0777
H (-5.33582, -5.01018, -1.15918)  0.0768
H (-4.46885, -5.69266, 0.23097)  0.0768
H (-5.76786, -2.91793, 0.15577)  0.1138
H (-4.02664, -3.22620, 0.02566)  0.1110
H (-4.16246, -4.19761, 2.11152)  0.0680
C (-3.03233, 3.54228, -1.14682)  -0.0917
C (-1.85103, 3.89930, -2.02861)  -0.3236
O (-1.50876, 5.27602, -1.87698)  -0.1048
H (-3.89654, 4.15985, -1.39764)  0.0776
H (-3.30423, 2.49141, -1.26418)  0.0719
H (-2.79957, 3.72875, -0.09495)  0.0720
H (-2.09404, 3.73225, -3.07806)  0.1157
H (-0.97878, 3.28827, -1.77384)  0.1119
H (-1.28517, 5.41972, -0.95002)  0.0894

Forces on atoms 1 to 3 (eV/Å):
0.01 0.57 -0.71
-1.19 -0.05 0.80
1.32 -0.35 -0.04

Properties
ΔE to the lowest compared entry with this formula, charge and spin: 0.0 kJ/mol
Charge: 0
E_tot: -67209.5820 eV
SMILES: NB(O)[C@@]1(O)OC(=O)O[C@@]1(S)P(=O)(O)O.CCO.CCO.CCO.CCO.CCO.CCO
HOMO: -9.52 eV
Molar mass: 535.36 Da


Below is a cluster of 2 separate species, CH5PS2 in total at a distorted geometry, with properties calculated with ωB97M-V/def2-TZVPD.

Last column: natural (NBO) charge in e.
Positions of all 9 atoms, in Å:
C (-1.22913, 0.71925, -0.32954)  -0.9902
P (-2.30050, -0.70976, 0.13024)  0.3337
S (3.87274, -1.28532, -0.01769)  0.0094
S (3.12474, 0.54972, 0.13279)  -0.1343
H (-0.70292, 0.38190, -1.25352)  0.2458
H (-0.74529, 1.22038, 0.54240)  0.2508
H (-1.99952, 1.55947, -0.75542)  0.2378
H (-2.74285, -0.38613, 1.40589)  -0.0785
H (2.72273, -2.04951, 0.14485)  0.1257

Forces on atoms 1 to 3 (eV/Å):
-2.53 1.90 -0.79
0.20 -0.60 -0.80
-1.03 0.04 0.16

Properties
ΔE to the lowest compared entry with this formula, charge and spin: 334.5 kJ/mol
Charge: 0
E_tot: -32074.5898 eV
HOMO (spin up / spin down): -9.13 / -8.17 eV
Molar mass: 112.16 Da


Below is the molecule CHNOP2S at a distorted geometry, with properties calculated with ωB97M-V/def2-TZVPD.

Last column: natural (NBO) charge in e.
Positions of all 7 atoms, in Å:
C (1.38637, 0.33253, 0.45060)  0.1964
N (-2.43778, 3.03874, -0.33073)  -0.5822
O (1.85835, -0.50568, 1.14150)  -0.4807
P (-0.11299, 1.42561, 1.09719)  0.0102
P (0.10446, 3.10069, 2.05001)  0.0220
S (-1.61939, 1.95105, -0.87535)  0.6916
H (1.78755, 0.34549, -0.63182)  0.1427

Forces on atoms 1 to 3 (eV/Å):
0.17 -0.05 -0.99
-0.01 0.00 -0.14
0.16 -0.32 0.84

Properties
ΔE to the lowest compared entry with this formula, charge and spin: 184.5 kJ/mol
Charge: 0
E_tot: -33998.3088 eV
HOMO (spin up / spin down): -7.95 / -7.97 eV
Molar mass: 137.04 Da


Below is the molecule C5H10O, with properties calculated with ωB97M-V/def2-TZVPD.

Last column: natural (NBO) charge in e.
Positions of all 16 atoms, in Å:
C (1.38294, -0.43743, 1.24739)  -0.6210
C (0.94432, -0.28400, -0.19911)  -0.4177
C (-0.54664, -1.35592, -0.64794)  -0.2807
C (-0.69727, 0.03454, -0.51123)  0.2141
C (-1.35481, 0.65247, 0.70626)  -0.6478
O (-0.84847, 0.82877, -1.65464)  -0.7106
H (2.47144, -0.55567, 1.29458)  0.2182
H (1.12022, 0.43164, 1.85845)  0.2050
H (0.92061, -1.32828, 1.67941)  0.2336
H (1.30172, 0.64768, -0.65427)  0.2374
H (-0.39165, -1.55750, -1.72304)  0.1544
H (1.39781, -1.06590, -0.82127)  0.2772
H (-2.43411, 0.69006, 0.52663)  0.2332
H (-1.00060, 1.67685, 0.88671)  0.1979
H (-1.18075, 0.05161, 1.59875)  0.2395
H (-0.96685, 1.75054, -1.38831)  0.4674

Forces on atoms 1 to 3 (eV/Å):
-0.05 -0.01 0.06
0.34 0.06 0.07
-0.08 0.25 -0.21

Properties
ΔE to the lowest compared entry with this formula, charge and spin: 374.1 kJ/mol
Charge: 0
E_tot: -7390.8883 eV
HOMO: -8.40 eV
Molar mass: 86.13 Da


Below is a structure of composition C18H14GdO5P at a distorted geometry, with properties calculated with ωB97M-V/def2-TZVPD.

Last column: Mulliken spin population.
Positions of all 39 atoms, in Å:
O (0.98335, -1.82527, 2.80776)  0.0679
C (0.62432, -1.21595, 1.89191)  0.0536
Gd (-0.30544, -0.03765, 0.09207)  5.6270
C (-0.48088, 1.23354, -1.94383)  0.0212
O (-0.68605, 1.82871, -2.89159)  0.0373
C (2.12933, 0.08160, -0.65509)  0.3537
O (2.55066, 0.68209, -1.56815)  0.3693
C (0.03983, -1.93334, -1.28473)  0.0389
O (0.02367, -2.91926, -1.86348)  0.0544
C (0.60413, 1.97759, 1.04806)  0.0515
O (0.88743, 2.93413, 1.62725)  0.0613
H (2.80136, -0.58083, 0.09536)  0.1493
C (-4.16988, 1.01580, -0.61093)  0.0044
P (-2.94897, 0.21415, 0.40774)  0.1401
C (-3.24585, 0.87080, 2.07745)  -0.0499
C (-2.27514, 1.51338, 2.85214)  0.0317
C (-2.62926, 2.13538, 4.03045)  0.0155
C (-3.97079, 2.13042, 4.45018)  0.0009
C (-4.94838, 1.49385, 3.67186)  0.0006
C (-4.58428, 0.85886, 2.48128)  -0.0037
C (-3.25471, -1.59522, 0.16993)  -0.0034
C (-4.03301, -2.05876, -0.90860)  -0.0061
C (-4.29917, -3.41842, -1.06092)  -0.0007
C (-3.73767, -4.34773, -0.17505)  0.0005
C (-2.89211, -3.90979, 0.85306)  -0.0055
C (-2.63726, -2.54641, 1.01489)  -0.0107
H (-4.05100, 2.09084, -0.41890)  0.0004
H (-5.13027, 0.63893, -0.21246)  0.0039
H (-4.00870, 0.75032, -1.65843)  0.0017
H (-1.22530, 1.54076, 2.53521)  -0.0176
H (-1.87261, 2.62961, 4.64759)  0.0002
H (-4.26408, 2.62371, 5.39586)  0.0002
H (-5.99659, 1.47805, 3.98595)  0.0000
H (-5.34727, 0.36777, 1.84769)  0.0003
H (-4.46145, -1.33719, -1.61682)  -0.0022
H (-4.96628, -3.75742, -1.86695)  -0.0003
H (-3.96148, -5.42060, -0.28856)  0.0000
H (-2.44192, -4.63805, 1.54371)  -0.0005
H (-1.94992, -2.21520, 1.81514)  0.0147

Forces on atoms 1 to 3 (eV/Å):
-1.21 2.17 -3.22
2.03 -3.18 4.68
-1.13 0.04 0.43

Properties
ΔE to the lowest compared entry with this formula, charge and spin: 0.0 kJ/mol
Multiplicity: 8
Charge: +2
E_tot: -59231.0732 eV
HOMO (spin up / spin down): -14.34 / -15.32 eV
Molar mass: 498.53 Da


Below is the molecule C3H2N2O2 at a distorted geometry, with properties calculated with ωB97M-V/def2-TZVPD.

Last column: natural (NBO) charge in e.
Positions of all 9 atoms, in Å:
C (-0.45172, -0.83799, 0.10048)  0.5821
C (0.39829, 1.15694, 0.33734)  0.6942
C (0.48067, 0.60777, -1.04702)  0.0353
H (-0.99628, -1.89258, 1.37251)  0.3436
H (0.99249, 1.10198, -1.89902)  0.2266
N (-0.88265, -2.00443, 0.39068)  -0.5484
N (-0.15184, -0.45309, -1.15509)  -0.3642
O (-0.24466, 0.16145, 1.09904)  -0.4853
O (0.85570, 2.15995, 0.80108)  -0.4838

Forces on atoms 1 to 3 (eV/Å):
-2.23 -2.69 2.62
1.06 0.53 1.83
1.01 2.64 -1.12

Properties
ΔE to the lowest compared entry with this formula, charge and spin: 72.7 kJ/mol
Charge: 0
E_tot: -10217.4357 eV
SMILES: [H]/N=C1/N=CC(=O)O1
HOMO: -11.24 eV
Molar mass: 98.06 Da


Below is the ion C3H12N6 with charge +2 at a distorted geometry, with properties calculated with ωB97M-V/def2-TZVPD.

Last column: Mulliken spin population.
Positions of all 21 atoms, in Å:
C (-0.78344, 0.26081, -0.04642)  0.7597
C (0.16745, 0.33419, -0.97240)  0.4995
C (1.08053, -0.60833, 1.02515)  0.0115
N (-0.30349, -0.20166, 1.22002)  0.2703
N (1.32462, -0.32048, -0.39971)  0.0874
N (-1.94713, 1.06404, 0.20753)  0.0035
N (0.08264, 0.90664, -2.21730)  0.2428
N (-1.00531, 0.26241, 2.37598)  0.0015
N (1.67622, -1.45559, -1.23282)  0.0983
H (1.79297, 0.06027, 1.65972)  0.0131
H (1.28314, -1.71446, 1.16094)  0.0094
H (-1.74625, 2.02557, -0.03209)  0.0302
H (-2.71426, 0.67128, -0.19769)  0.0004
H (-0.76848, 1.40745, -2.32600)  -0.0013
H (0.84048, 1.21772, -2.83967)  -0.0062
H (-0.67261, 1.03913, 2.82140)  0.0094
H (-1.41394, -0.50628, 2.95723)  0.0052
H (-2.07214, 0.85723, 1.27005)  -0.0145
H (2.52510, -1.86047, -0.83161)  -0.0147
H (1.74901, -1.16059, -2.23561)  -0.0088
H (0.90489, -2.27888, -1.36669)  0.0033

Forces on atoms 1 to 3 (eV/Å):
-6.47 -2.14 6.54
6.75 0.45 -3.09
1.96 0.17 0.86

Properties
ΔE to the lowest compared entry with this formula, charge and spin: 111.8 kJ/mol
Multiplicity: 3
Charge: +2
E_tot: -12222.5449 eV
HOMO (spin up / spin down): -12.73 / -18.14 eV
Molar mass: 132.17 Da


Below is a structure of composition C13H15Cl2GaN3O3Se, with properties calculated with ωB97M-V/def2-TZVPD.

Last column: natural (NBO) charge in e.
Positions of all 38 atoms, in Å:
Ga (-0.18537, -0.18040, 0.11419)  1.5125
N (3.68580, 0.29864, -0.64476)  -0.7398
C (2.39903, 0.46475, -0.38920)  0.7236
O (1.54571, -0.26854, -0.94635)  -0.7158
C (1.96775, 1.54504, 0.57532)  -0.5170
C (0.44796, 1.59932, 0.71863)  -0.9733
H (3.98085, -0.46794, -1.22826)  0.4271
H (4.38490, 0.84867, -0.17642)  0.4178
H (2.38766, 2.48564, 0.21138)  0.2453
H (2.45326, 1.33070, 1.52941)  0.2581
H (0.02183, 2.40850, 0.12736)  0.2248
H (0.17059, 1.75959, 1.75789)  0.2375
C (-2.79886, 0.94712, 2.62036)  -0.4190
N (-2.91952, 1.88955, 1.50788)  -0.3448
C (-2.82194, 1.60269, 0.20705)  0.3018
Se (-2.53177, -0.07429, -0.58836)  -0.0884
N (-3.03372, 2.72908, -0.48146)  -0.5082
C (-3.26798, 3.79355, 0.38877)  0.0992
C (-3.53398, 5.13887, 0.17336)  -0.2135
C (-3.71354, 5.91637, 1.30019)  -0.1808
C (-3.62909, 5.37200, 2.59246)  -0.1865
C (-3.36121, 4.03251, 2.79858)  -0.2241
C (-3.18499, 3.25676, 1.66115)  0.1584
H (-2.84547, -0.06601, 2.23442)  0.2505
H (-3.62565, 1.10708, 3.30786)  0.2326
H (-1.85647, 1.09650, 3.14252)  0.2271
H (-3.02776, 2.75959, -1.48790)  0.4490
H (-3.59654, 5.55689, -0.82337)  0.2397
H (-3.92517, 6.97199, 1.18533)  0.2378
H (-3.77977, 6.01840, 3.44669)  0.2374
H (-3.29004, 3.61570, 3.79526)  0.2375
Cl (-1.10917, -4.04370, 1.26674)  0.0444
C (0.24968, -3.42127, 0.34095)  -0.2949
Cl (-0.33747, -2.55911, -1.14047)  0.0407
C (1.07536, -2.41335, 1.15896)  0.7593
O (2.21562, -2.67059, 1.42258)  -0.5430
O (0.41896, -1.31566, 1.49035)  -0.8721
H (0.85994, -4.24925, 0.01232)  0.2594

Forces on atoms 1 to 3 (eV/Å):
0.20 0.41 0.33
-0.15 -0.01 -0.02
0.02 0.00 -0.04

Properties
ΔE to the lowest compared entry with this formula, charge and spin: 0.5 kJ/mol
Charge: +1
E_tot: -167102.1830 eV
HOMO: -12.10 eV
Molar mass: 480.87 Da